Record 1
The following is a quantum chemistry calculation of a structure of composition C27H54LaOP2Si in a non-equilibrium geometry, from the OMol25 dataset.

LUMO level	-2.598	eV
total charge	+1
spin multiplicity	1
DFT total energy	-2140.11877	Eh
max |F|	1.6	eV Å⁻¹
E_HOMO	-10.321	eV
energy above the lowest of the compared OMol25 structures with the same formula, charge and spin	0.0	kJ/mol

Last column: Mulliken charge in e.
Element x y z (Å)
La: 0.119 0.282 0.087  0.211
C: 2.725 0.041 -0.771  -0.186
C: 2.048 -0.255 -1.991  1.089
C: 1.490 1.923 -1.429  0.015
C: 2.444 1.415 -0.438  1.320
C: 1.259 0.881 -2.373  0.143
C: 3.566 -0.895 0.031  -1.501
H: 3.273 -1.951 -0.082  0.327
H: 3.524 -0.684 1.112  0.190
H: 4.623 -0.817 -0.263  0.333
C: 3.141 2.145 0.658  -0.817
H: 3.896 1.520 1.169  0.435
H: 2.472 2.454 1.464  -0.514
H: 3.662 3.054 0.299  0.323
C: 0.708 3.191 -1.426  -0.291
H: 1.120 3.940 -2.124  0.554
H: 0.674 3.643 -0.428  -0.834
H: -0.351 3.052 -1.727  0.025
C: 0.471 1.022 -3.628  -1.312
H: 1.075 1.438 -4.452  0.275
H: -0.389 1.697 -3.508  0.312
H: 0.055 0.072 -4.002  0.165
C: 2.305 -1.439 -2.833  -0.987
H: 3.298 -1.377 -3.318  0.287
H: 1.565 -1.578 -3.636  0.358
H: 2.308 -2.379 -2.260  0.076
C: -1.234 -3.438 -0.345  0.028
C: 0.028 -3.626 -0.777  0.168
C: 0.365 -4.656 -1.826  -1.292
C: -0.061 -4.377 -3.299  -1.199
C: -0.857 -3.121 -3.589  -0.356
C: -2.116 -2.968 -3.154  -0.385
C: -2.822 -4.037 -2.358  -0.967
C: -2.381 -4.258 -0.876  -1.182
H: -0.074 -5.627 -1.533  0.513
H: -0.658 -5.248 -3.624  0.465
H: 1.458 -4.810 -1.803  0.406
H: -2.140 -5.332 -0.769  0.396
H: -1.489 -2.765 0.482  0.431
H: 0.897 -3.129 -0.327  0.385
H: -3.257 -4.087 -0.227  0.355
H: -3.904 -3.813 -2.379  0.417
H: -2.719 -2.097 -3.427  0.508
H: -2.703 -5.005 -2.875  0.392
H: 0.840 -4.374 -3.940  0.310
H: -0.382 -2.389 -4.250  0.720
P: 0.531 -1.075 2.701  0.694
C: 1.665 -0.006 3.670  -0.630
H: 1.715 -0.343 4.720  0.548
H: 1.329 1.040 3.644  -0.433
H: 2.668 -0.030 3.217  0.272
C: -0.999 -1.036 3.722  -1.239
H: -0.803 -1.206 4.791  0.409
H: -1.702 -1.794 3.349  0.379
H: -1.481 -0.054 3.604  0.281
C: 1.276 -2.733 2.941  -1.234
H: 0.594 -3.505 2.569  0.371
H: 1.536 -2.947 3.985  0.436
H: 2.190 -2.800 2.336  0.317
P: -2.777 0.732 -0.524  0.519
C: -3.101 1.123 -2.293  -1.145
H: -4.159 1.005 -2.568  0.446
H: -2.501 0.457 -2.926  0.097
H: -2.777 2.151 -2.503  0.428
C: -4.084 -0.423 0.046  -1.163
H: -4.192 -1.248 -0.670  0.297
H: -5.055 0.063 0.211  0.460
H: -3.767 -0.869 1.001  0.283
C: -3.273 2.302 0.292  -1.140
H: -4.276 2.638 -0.007  0.552
H: -2.543 3.082 0.044  0.148
H: -3.239 2.162 1.378  0.255
C: 1.268 4.807 1.529  -1.439
Si: 0.150 3.477 2.298  0.763
C: 1.002 3.367 3.969  -1.401
C: -1.558 4.246 2.406  -1.375
O: 0.104 2.066 1.443  0.604
H: 1.301 5.617 2.273  0.511
H: 0.905 5.222 0.581  0.435
H: 2.299 4.461 1.375  0.333
H: 1.081 4.389 4.378  0.414
H: 0.492 2.744 4.713  0.350
H: 2.026 2.986 3.857  0.424
H: -1.885 4.586 1.413  0.357
H: -2.334 3.565 2.781  0.292
H: -1.496 5.123 3.074  0.416

Record 2
The following is a quantum chemistry calculation of a cluster of 2 separate species, C27H54N2O6 in total in a non-equilibrium geometry, from the OMol25 dataset.

LUMO level	0.528	eV
total charge	0
SMILES string	CCCCCCCCCCCCC[C@@]1(COO)C[C@](CC)(C[C@H](O)CN)NC1=O.CCOC(C)=O
spin multiplicity	1
DFT total energy	-1622.05129	Eh
max |F|	1.1	eV Å⁻¹
E_HOMO	-9.288	eV
energy above the lowest of the compared OMol25 structures with the same formula, charge and spin	108.9	kJ/mol

Last column: Mulliken charge in e.
Element x y z (Å)
C: 4.852 0.819 3.946  -1.143
C: 3.775 1.763 3.413  -0.665
C: 2.879 1.171 2.317  -0.348
C: 3.577 0.402 1.187  -0.543
C: 2.770 -0.796 0.668  1.340
C: 3.015 -2.061 1.490  -0.904
C: 2.069 -3.194 1.090  -0.838
C: 0.610 -2.942 1.455  0.922
C: -0.381 -3.909 0.811  -1.025
C: -0.210 -4.100 -0.706  -1.353
C: 0.076 -2.845 -1.531  0.679
C: -1.140 -1.960 -1.833  -1.224
C: -0.746 -0.487 -1.928  -0.543
C: -1.871 0.581 -1.879  3.616
C: -2.166 1.065 -3.323  -1.119
O: -1.199 1.964 -3.819  -0.100
O: -1.734 3.297 -3.659  -0.472
C: -3.199 0.227 -1.175  -3.650
C: -3.103 0.839 0.237  3.153
C: -2.341 -0.123 1.175  0.276
C: -1.507 0.539 2.270  -1.346
C: -4.524 1.219 0.699  -1.674
C: -4.795 1.982 2.002  -0.037
O: -3.923 3.110 2.110  -0.610
C: -4.686 1.157 3.297  -0.786
N: -4.351 1.992 4.442  -0.678
N: -2.290 2.025 -0.065  0.036
C: -1.365 1.755 -1.034  -1.117
O: -0.311 2.322 -1.147  -0.677
H: 5.287 1.206 4.870  0.401
H: 4.431 -0.170 4.156  0.245
H: 5.671 0.682 3.238  0.283
H: 4.240 2.689 3.058  0.324
H: 3.130 2.056 4.248  0.368
H: 2.304 1.989 1.868  0.268
H: 2.141 0.512 2.790  0.251
H: 4.557 0.049 1.520  0.360
H: 3.765 1.081 0.349  0.015
H: 3.010 -0.967 -0.384  -0.190
H: 1.705 -0.533 0.717  -0.851
H: 2.878 -1.814 2.552  0.263
H: 4.049 -2.395 1.362  0.426
H: 2.416 -4.135 1.534  0.454
H: 2.141 -3.321 0.005  0.235
H: 0.355 -1.916 1.166  -1.034
H: 0.494 -2.984 2.545  0.681
H: -0.269 -4.896 1.276  0.466
H: -1.402 -3.586 1.049  0.324
H: -1.120 -4.570 -1.101  0.410
H: 0.592 -4.824 -0.876  0.459
H: 0.515 -3.166 -2.481  0.505
H: 0.846 -2.237 -1.046  -0.755
H: -1.567 -2.289 -2.788  0.363
H: -1.926 -2.122 -1.088  0.503
H: 0.016 -0.264 -1.175  -0.608
H: -0.236 -0.342 -2.887  0.917
H: -2.143 0.214 -4.013  0.263
H: -3.154 1.525 -3.382  0.538
H: -0.963 3.703 -3.232  0.331
H: -3.478 -0.825 -1.144  0.383
H: -4.001 0.748 -1.703  0.498
H: -1.666 -0.728 0.559  -1.432
H: -3.055 -0.827 1.614  0.755
H: -2.087 1.241 2.868  -0.011
H: -1.091 -0.211 2.947  0.460
H: -0.666 1.082 1.835  0.367
H: -5.141 0.311 0.688  0.256
H: -4.908 1.864 -0.102  0.525
H: -5.835 2.325 1.937  0.532
H: -3.851 3.520 1.239  0.363
H: -4.020 0.301 3.146  0.348
H: -5.678 0.742 3.500  0.432
H: -3.438 2.416 4.348  0.238
H: -4.366 1.447 5.294  0.246
H: -1.928 2.565 0.711  0.610
O: 3.396 -1.940 -3.210  -0.583
C: 3.163 -0.819 -3.574  0.945
O: 3.119 0.155 -2.644  -0.257
C: 2.959 1.545 -2.959  -0.920
C: 1.504 1.930 -3.131  -0.130
C: 2.860 -0.488 -5.016  -1.153
H: 3.566 1.809 -3.827  0.297
H: 3.385 2.058 -2.098  0.401
H: 1.048 1.416 -3.978  0.169
H: 1.420 3.004 -3.299  0.310
H: 0.938 1.683 -2.231  0.040
H: 1.799 -0.673 -5.186  0.210
H: 3.428 -1.170 -5.641  0.394
H: 3.080 0.537 -5.302  0.325